Molecular formula: C60H158N10O22
Method: DFT, ωB97M-V/def2-TZVPD

Structure (XYZ):
```
250
Properties=species:S:1:pos:R:3:mulliken_charge:R:1
C -2.483 -2.124 -2.665 -0.2321
O -2.555 -3.130 -3.564 -0.3788
C -2.860 -2.713 -4.936 0.2578
C -3.240 -3.916 -5.762 -1.0718
N -3.779 -3.674 -7.049 -0.3127
C -5.228 -3.679 -6.997 -0.1797
C -5.908 -4.204 -8.290 -0.7454
O -7.043 -3.408 -8.466 -0.3363
C -8.256 -4.155 -8.279 -0.7408
H -1.547 -1.565 -2.653 0.1634
H -2.443 -2.526 -1.653 -0.0305
H -3.359 -1.476 -2.679 0.3334
H -1.948 -2.342 -5.402 -0.0925
H -3.670 -1.984 -4.957 0.3523
H -3.876 -4.510 -5.105 0.3500
H -2.352 -4.528 -5.915 0.2864
H -3.516 -2.740 -7.329 0.2871
H -5.358 -2.599 -6.940 0.2619
H -5.595 -4.322 -6.196 0.2272
H -6.037 -5.287 -8.290 0.3617
H -5.312 -3.946 -9.165 0.3483
H -9.102 -3.476 -8.164 0.2615
H -8.254 -4.603 -7.286 0.3241
H -8.513 -4.773 -9.140 0.2917
C -4.262 8.569 -6.842 -0.7667
O -2.999 7.803 -6.556 -0.3504
C -3.162 6.653 -5.681 -0.5307
C -1.773 6.322 -5.137 -0.6472
N -1.751 5.415 -3.948 -0.4864
C -0.391 4.931 -3.738 -0.2740
C -0.162 4.130 -2.459 -0.5736
O -1.300 3.147 -2.321 -0.4475
C -1.561 2.612 -0.962 -0.9361
H -4.810 8.843 -5.940 0.3232
H -4.974 8.056 -7.488 0.2973
H -4.035 9.552 -7.253 0.2830
H -3.728 5.825 -6.107 0.3559
H -3.832 7.031 -4.909 0.3912
H -1.136 7.173 -4.896 0.3771
H -1.256 5.758 -5.914 0.1829
H -2.268 4.579 -4.180 0.3520
H 0.341 5.738 -3.690 0.5795
H -0.117 4.232 -4.528 -0.1765
H -0.023 4.732 -1.561 0.5274
H 0.722 3.496 -2.514 0.2364
H -2.103 3.358 -0.381 0.4390
H -0.618 2.531 -0.422 0.3045
H -2.110 1.674 -0.877 0.2965
C -0.753 -5.205 -0.517 -0.8491
O -1.301 -5.283 0.804 -0.4496
C -0.723 -4.302 1.706 0.0349
C 0.816 -4.460 1.994 -0.9390
N 1.317 -3.392 2.929 0.1072
C 2.814 -3.427 2.832 1.3418
C 3.460 -4.620 3.545 -1.0545
O 3.396 -5.786 2.843 -0.1332
C 4.003 -6.907 3.432 -0.9091
H -1.499 -5.712 -1.129 0.3405
H 0.230 -5.676 -0.505 0.3653
H -0.606 -4.252 -1.025 0.3271
H -1.144 -4.515 2.689 0.3120
H -1.081 -3.279 1.591 0.0094
H 1.281 -4.341 1.015 0.1806
H 1.092 -5.487 2.232 0.4044
H 0.962 -3.726 3.814 0.3822
H 3.244 -2.571 3.351 -0.7383
H 3.076 -3.298 1.782 -0.8214
H 2.983 -4.829 4.503 0.4548
H 4.500 -4.388 3.774 0.6653
H 5.020 -6.638 3.718 0.3352
H 4.028 -7.741 2.730 0.2224
H 3.566 -7.214 4.382 0.3434
C 1.397 -2.688 -3.434 -0.4107
O 2.079 -2.653 -4.616 -0.2690
C 1.179 -2.133 -5.576 0.1117
C 1.890 -2.092 -6.934 -1.2136
N 1.027 -1.346 -7.892 0.0606
C 1.336 -1.799 -9.247 -0.5619
C 0.739 -0.802 -10.256 -0.6938
O 1.339 0.527 -9.939 -0.3724
C 0.684 1.701 -10.374 -0.8478
H 1.996 -3.032 -2.590 0.0216
H 0.479 -3.253 -3.593 0.3293
H 1.048 -1.685 -3.185 0.2154
H 1.132 -1.071 -5.338 0.1976
H 0.212 -2.635 -5.601 0.0747
H 2.127 -3.085 -7.317 0.5083
H 2.873 -1.621 -6.941 0.3668
H 1.171 -0.346 -7.914 -0.1035
H 0.945 -2.784 -9.503 0.3826
H 2.405 -1.727 -9.448 0.3226
H -0.329 -0.599 -10.187 0.3850
H 1.021 -1.113 -11.262 0.3696
H 0.544 1.759 -11.453 0.3524
H 1.215 2.637 -10.204 0.2970
H -0.287 1.891 -9.916 0.3185
C 2.546 6.425 5.866 -0.7822
O 2.250 5.648 4.693 -0.4289
C 2.525 4.264 4.924 -0.0261
C 1.569 3.514 4.030 -0.6002
N 1.638 3.768 2.608 -0.2226
C 2.766 3.166 1.946 -0.1642
C 2.685 3.283 0.360 -0.1374
O 4.043 3.246 -0.127 -0.4661
C 4.360 2.034 -0.707 -0.7980
H 1.623 6.645 6.404 0.2610
H 3.004 7.359 5.541 0.3114
H 3.294 6.000 6.534 0.3233
H 2.490 4.019 5.986 0.2884
H 3.533 4.041 4.576 0.2844
H 0.573 3.644 4.455 -0.1442
H 1.693 2.435 4.123 0.1901
H 1.929 4.730 2.707 0.4125
H 2.825 2.110 2.209 -0.0436
H 3.743 3.616 2.128 0.3398
H 2.345 4.290 0.122 0.2133
H 2.022 2.558 -0.112 0.1159
H 4.540 1.105 -0.167 0.2912
H 5.283 2.244 -1.248 0.3434
H 3.733 1.692 -1.531 0.3290
C -7.447 2.270 -1.908 -0.6368
O -6.452 2.931 -2.786 -0.4175
C -5.245 2.188 -3.094 -0.1374
C -4.445 3.148 -4.096 -1.2371
N -3.017 2.827 -4.275 -0.2498
C -2.703 1.433 -4.766 -0.7715
C -1.163 1.394 -5.166 -0.3468
O -0.811 2.331 -6.182 -0.3972
C 0.550 2.334 -6.507 -0.0818
H -7.966 1.389 -2.286 0.2722
H -8.190 2.968 -1.522 0.3126
H -6.872 1.963 -1.035 0.1690
H -5.541 1.325 -3.690 0.2529
H -4.686 1.976 -2.183 0.2225
H -4.703 4.131 -3.703 0.4615
H -4.924 3.103 -5.074 0.3409
H -2.434 3.090 -3.492 1.0855
H -3.387 0.948 -5.462 0.5701
H -2.732 0.887 -3.823 0.1702
H -0.862 0.390 -5.464 0.4170
H -0.595 1.483 -4.240 0.0782
H 0.941 1.402 -6.915 -0.3474
H 1.216 2.383 -5.645 0.2847
H 0.710 3.137 -7.227 0.3530
C 4.397 -4.492 -2.930 -0.6584
O 3.910 -4.482 -1.575 -0.3243
C 4.814 -4.085 -0.541 -0.4170
C 4.737 -2.539 -0.082 -0.7370
N 5.506 -1.578 -0.875 0.1833
C 6.929 -1.676 -0.803 -0.5310
C 7.455 -1.042 -2.082 -0.6753
O 6.857 -1.763 -3.078 -0.2815
C 7.088 -1.286 -4.464 -0.7139
H 5.009 -3.606 -3.097 0.1994
H 3.672 -4.360 -3.733 0.2128
H 4.869 -5.460 -3.097 0.3564
H 5.816 -4.372 -0.858 0.3624
H 4.476 -4.698 0.295 0.3559
H 4.842 -2.433 0.997 0.0371
H 3.714 -2.214 -0.269 0.3317
H 5.194 -1.670 -1.831 0.2753
H 7.289 -2.704 -0.845 0.3103
H 7.486 -1.242 0.028 0.2975
H 8.521 -1.262 -2.121 0.3530
H 7.323 0.029 -2.233 0.4339
H 7.982 -1.788 -4.835 0.2891
H 7.144 -0.198 -4.447 0.3219
H 6.308 -1.659 -5.128 0.1725
C -0.903 1.987 6.464 -0.8142
O -0.017 2.632 7.286 0.0610
C -0.439 3.919 7.848 -0.7826
C -0.040 4.058 9.303 -0.7017
N -0.272 2.755 9.922 -0.2094
C 0.124 2.727 11.349 -0.5831
C 0.261 1.285 11.964 -0.7186
O 1.633 0.919 11.780 -0.2953
C 2.536 1.085 12.894 -0.8516
H -0.771 0.906 6.509 0.1042
H -0.807 2.297 5.423 0.2394
H -1.908 2.248 6.796 0.4424
H -1.515 4.050 7.737 0.5953
H -0.073 4.780 7.289 0.2081
H -0.650 4.783 9.842 0.5774
H 1.021 4.303 9.350 0.3142
H 0.209 2.125 9.296 0.1270
H -0.643 3.246 11.924 0.3941
H 0.982 3.363 11.570 0.4246
H -0.392 0.514 11.555 0.3248
H 0.039 1.321 13.031 0.4196
H 2.683 0.207 13.522 0.3116
H 2.235 1.904 13.547 0.3827
H 3.566 1.300 12.611 0.2531
C -3.619 1.593 2.662 -0.4254
O -4.239 0.404 2.396 -0.3653
H -3.339 1.759 3.703 0.2120
H -2.668 1.523 2.134 0.0036
H -4.091 2.414 2.124 0.2928
H -4.207 -0.202 3.140 0.3294
C 5.047 -0.370 3.248 -1.0284
O 5.693 -1.499 3.678 -0.4767
H 5.536 -0.110 2.310 0.4250
H 3.969 -0.415 3.093 0.2497
H 5.156 0.359 4.051 0.5255
H 6.536 -1.069 3.836 0.3383
C -0.835 -0.673 0.574 1.1812
O 0.545 -0.811 0.563 -0.2115
H -1.205 -0.874 1.580 -0.2256
H -1.060 0.376 0.380 -0.6814
H -1.235 -1.266 -0.248 -0.1181
H 0.766 -1.633 1.005 -0.0490
C -2.306 -1.496 4.777 0.1042
O -3.671 -1.085 4.692 -0.5269
H -2.154 -2.282 5.517 0.3774
H -2.031 -1.845 3.782 -0.1528
H -1.676 -0.643 5.030 -0.0917
H -3.965 -0.592 5.462 0.2446
C 5.114 1.062 8.827 -1.5698
C 3.971 1.825 8.048 0.0458
C 3.395 0.822 6.967 -0.1570
O 2.633 -0.234 7.531 -0.3714
C 2.377 -1.218 6.533 -0.9532
N 2.853 2.335 8.941 -0.4568
H 5.915 0.784 8.143 0.4375
H 4.800 0.114 9.265 0.3033
H 5.559 1.700 9.590 0.3959
H 4.406 2.697 7.560 0.3271
H 4.167 0.395 6.327 0.5149
H 2.649 1.368 6.390 -0.0674
H 1.882 -0.805 5.654 0.2923
H 1.752 -1.969 7.017 0.4231
H 3.217 -1.683 6.016 0.3892
H 1.962 2.415 8.472 0.0797
H 2.640 1.592 9.591 0.2171
C -4.340 -4.523 2.176 -1.7081
C -5.026 -3.175 1.577 1.5093
C -5.955 -3.508 0.367 -1.1084
O -6.072 -2.656 -0.766 -0.3766
C -6.056 -1.261 -0.420 -0.5574
N -5.745 -2.492 2.669 -0.7782
H -4.959 -5.407 2.021 0.4374
H -4.014 -4.602 3.213 0.3986
H -3.534 -4.854 1.520 0.4136
H -4.102 -2.662 1.309 -0.1404
H -6.969 -3.706 0.716 0.4165
H -5.676 -4.524 0.087 0.3805
H -6.174 -0.704 -1.350 0.1317
H -5.270 -0.764 0.149 0.2023
H -6.934 -1.007 0.174 0.4340
H -6.210 -1.656 2.345 0.3831
H -5.020 -2.147 3.281 0.0306
```

Values from the calculation:
- molecular weight (g/mol) = 1372.0

Molecular formula: CHNa9O4
Method: DFT, ωB97M-V/def2-TZVPD

Structure (XYZ):
```
15
Properties=species:S:1:pos:R:3:nbo_charge:R:1
Na 5.591 2.558 -0.310 0.7788
Na 1.234 1.680 4.455 0.9793
Na 0.899 -4.322 5.003 0.9995
Na 5.868 -1.017 -4.279 0.9881
Na -4.088 0.562 -3.631 0.9435
Na 5.661 -2.266 1.465 0.9398
Na 1.131 2.684 -3.943 0.9683
Na -3.493 -1.915 2.023 0.9906
Na -3.039 3.451 0.573 0.8701
O -6.269 0.736 -0.104 -1.2360
H -7.128 0.953 -0.516 0.4333
C 0.926 -0.771 -0.194 0.9039
O -0.199 -0.375 -0.614 -0.8432
O 0.947 -1.348 0.904 -0.8783
O 1.959 -0.609 -0.832 -0.8377
```

Values from the calculation:
- molecular weight (g/mol) = 283.9
- total charge = +6

Molecular formula: C20H43B3NO17P3
Method: DFT, ωB97M-V/def2-TZVPD

Structure (XYZ):
```
87
Properties=species:S:1:pos:R:3:mulliken_charge:R:1
C 2.403 1.862 1.788 -0.7148
O 1.863 1.245 0.634 -0.2785
C 2.101 2.001 -0.548 -0.5472
B 0.972 3.091 -0.803 0.6071
O -0.003 2.861 -1.779 -0.4954
B -0.085 3.946 -2.644 0.6304
O 0.164 5.220 -2.192 -0.5906
B 0.174 5.237 -0.788 0.6353
C -0.712 6.306 -0.051 -0.6052
C -1.756 5.582 0.869 -0.5349
C -3.077 5.414 0.140 0.2183
O -3.930 6.239 0.278 -0.5354
N -3.269 4.280 -0.730 -0.3100
C -3.765 3.183 0.088 0.7394
C -4.895 3.371 0.877 -0.5488
C -5.324 2.318 1.669 -0.2991
C -4.691 1.081 1.683 -0.7425
C -3.572 0.928 0.882 -0.5848
C -3.114 1.960 0.076 -0.6215
O 0.924 4.293 -0.119 -0.4513
H 2.407 2.954 1.739 0.2393
H 3.408 1.497 2.023 0.3439
H 1.770 1.599 2.639 0.2265
H 3.105 2.446 -0.576 0.3483
H 2.073 1.318 -1.404 0.1856
H -0.406 3.763 -3.771 -0.1496
H -1.255 6.943 -0.748 0.2549
H -0.074 6.951 0.558 0.3735
H -1.950 6.256 1.700 0.3511
H -1.370 4.640 1.267 0.3468
H -2.327 3.975 -0.971 0.2646
H -5.450 4.298 0.891 0.4575
H -6.200 2.476 2.289 0.3417
H -5.083 0.282 2.297 0.4211
H -3.043 -0.018 0.869 0.5919
H -2.248 1.783 -0.552 0.4214
C 8.321 0.569 6.974 -0.6443
O 7.494 0.746 5.817 -0.3416
P 6.394 -0.373 5.323 1.0546
O 5.408 0.501 4.637 -0.5457
O 5.993 -0.780 6.842 -0.3823
C 5.025 0.004 7.531 -0.6995
O 5.961 -1.881 4.844 -0.2934
C 5.871 -2.107 3.428 -0.6345
H 9.315 0.951 6.748 0.2624
H 7.903 1.163 7.786 0.2310
H 8.399 -0.471 7.278 0.3361
H 4.811 0.941 7.018 0.3390
H 5.412 0.230 8.526 0.2555
H 4.108 -0.576 7.635 0.2524
H 6.721 -1.678 2.899 0.3216
H 4.946 -1.680 3.046 0.2481
H 5.860 -3.182 3.265 0.2439
C -1.022 -4.069 3.108 -0.7193
O -1.597 -3.516 1.918 -0.2850
P -1.291 -4.116 0.398 1.2220
O -2.591 -3.654 -0.186 -0.6641
O -1.296 -5.657 0.901 -0.3994
C -2.546 -6.295 1.142 -0.7133
O -0.573 -4.611 -1.009 -0.3856
C -0.482 -3.630 -2.052 -0.6207
H -0.754 -3.251 3.776 0.2657
H -1.779 -4.679 3.601 0.2486
H -0.138 -4.668 2.907 0.3480
H -3.374 -5.586 1.161 0.3458
H -2.493 -6.799 2.108 0.2482
H -2.717 -7.040 0.366 0.2604
H -0.150 -2.669 -1.662 0.3002
H -1.449 -3.519 -2.537 0.2363
H 0.240 -3.983 -2.786 0.3188
C -2.483 -1.264 -4.655 -0.5255
O -1.546 -1.976 -5.475 -0.2276
P -1.920 -2.549 -6.968 1.0357
O -0.583 -2.533 -7.612 -0.6599
O -2.868 -1.295 -7.353 -0.3858
C -2.269 -0.120 -7.892 -0.7039
O -2.805 -3.521 -7.944 -0.2943
C -2.270 -4.828 -8.206 -0.6634
H -2.350 -1.585 -3.623 0.1500
H -2.254 -0.200 -4.711 0.2000
H -3.513 -1.439 -4.951 0.3850
H -1.185 -0.123 -7.786 0.3459
H -2.672 0.744 -7.361 0.2535
H -2.534 -0.039 -8.946 0.2570
H -1.897 -5.297 -7.297 0.3195
H -1.469 -4.756 -8.940 0.2753
H -3.073 -5.437 -8.615 0.2398
```

Values from the calculation:
- structure (SMILES) = COCB1OBOB(CCC(=O)Nc2ccccc2)O1.COP(=O)(OC)OC.COP(=O)(OC)OC.COP(=O)(OC)OC
- molecular weight (g/mol) = 694.9

no.,HOMO energy (eV),gap between HOMO and LUMO (eV)
1,-7.8,8.1
2,-17.3,1.9
3,-8.7,7.4